Below is the molecule C5H7N, with properties calculated with ωB97M-V/def2-TZVPD.

Summary:
Relative energy (zero: lowest compared OMol25 entry of this formula, charge and spin), kcal/mol: 104.3
LUMO energy (alpha / beta), Eh: -0.01386 / -0.01382
Calculated total energy, Eh: -249.3070
Charge: 0

Last column: Löwdin charge in e.
Geometry (Å):
C: 1.7683 0.0510 0.1154  -0.076
C: 0.2733 0.0260 -0.0226  -0.316
C: -0.4149 -1.2187 -0.3087  -0.219
N: -1.6942 -1.2939 -0.2781  0.100
C: -1.8392 1.4226 -0.0789  0.171
C: -0.4912 1.1389 0.1086  -0.225
H: 2.1072 -0.5365 0.9778  0.078
H: 2.2588 -0.3560 -0.7773  0.078
H: 2.1200 1.0778 0.2542  0.074
H: 0.2280 -2.0712 -0.5773  0.121
H: -2.0099 -2.2073 -0.6165  0.054
H: -2.2797 1.8200 0.8579  0.031
H: -0.0280 2.1173 0.3131  0.129